1.
{
  "formula": "C6H6ClN5O5PtS2",
  "method": "ωB97M-V/def2-TZVPD",
  "charge": 2,
  "homo_lumo_gap_ev": [6.04, 4.99],
  "homo_energy_ev": [-14.6, -16.0],
  "e_above_lowest_kj_mol": 0.0,
  "multiplicity": 3,
  "species": ["Pt", "N", "C", "N", "C", "C", "S", "C", "C", "S", "C", "N", "N", "H", "H", "H", "H", "H", "H", "O", "Cl", "O", "O", "O", "O", "N"],
  "coordinates": [[-0.6567, -0.4463, -0.6470], [1.8946, -2.7741, 0.0990], [2.2296, -1.4482, 0.1146], [1.2943, -0.4465, -0.0385], [1.8682, 0.8243, -0.0634], [3.2243, 0.7533, -0.0329], [3.8974, -0.7830, 0.1529], [0.9347, 1.9557, -0.0325], [1.0377, 3.2990, 0.1962], [-0.4730, 4.0692, 0.0478], [-1.2778, 2.5357, -0.2825], [-0.3926, 1.5331, -0.3700], [-2.5924, 2.2853, -0.2957], [0.8911, -3.0626, 0.1677], [2.6604, -3.4640, -0.0572], [3.8885, 1.6138, 0.1246], [2.0077, 3.8353, 0.4627], [-3.2889, 3.0383, 0.0229], [-2.9646, 1.3402, -0.2659], [-2.8308, -3.2013, -1.8758], [-2.5336, -2.6426, -0.5922], [-3.0315, -3.2808, 0.5541], [-3.0270, -1.1914, -0.6078], [-0.8901, -2.4838, -0.4923], [-0.7997, -1.4136, 2.1570], [-1.0700, -0.4450, 1.5541]]
}


2.
{
  "formula": "CI2NO2",
  "method": "ωB97M-V/def2-TZVPD",
  "charge": -1,
  "homo_lumo_gap_ev": 7.14,
  "homo_energy_ev": -4.6,
  "e_above_lowest_kj_mol": 0.0,
  "species": ["C", "N", "O", "O", "I", "I"],
  "coordinates": [[-0.9527, -0.1639, 0.0864], [0.4766, 0.2155, 0.1684], [-1.0595, -1.3902, -0.0864], [-1.7793, 0.7222, -0.0048], [1.8632, -1.3883, -0.0797], [1.4517, 2.0047, -0.0838]]
}


3.
{
  "formula": "C34H34IN7OSr",
  "method": "ωB97M-V/def2-TZVPD",
  "charge": 0,
  "homo_lumo_gap_ev": 6.34,
  "homo_energy_ev": -6.2,
  "e_above_lowest_kj_mol": 306.2,
  "species": ["Sr", "C", "C", "C", "C", "C", "C", "C", "N", "N", "C", "C", "C", "C", "C", "C", "N", "C", "C", "C", "C", "C", "C", "N", "H", "H", "H", "H", "H", "H", "H", "H", "H", "H", "H", "H", "H", "H", "H", "H", "H", "H", "H", "H", "C", "C", "N", "N", "C", "O", "C", "C", "C", "C", "C", "C", "C", "C", "C", "C", "C", "N", "H", "H", "H", "H", "H", "H", "H", "H", "H", "H", "H", "H", "I", "C", "H", "H"],
  "coordinates": [[0.0976, -0.0467, 0.1431], [2.6033, -0.7800, 1.7507], [2.9625, 0.2060, 0.5908], [2.7060, 1.6704, 0.8839], [3.7393, 2.4852, 1.3287], [3.4667, 3.8146, 1.6141], [2.1760, 4.2853, 1.4523], [1.2015, 3.4063, 1.0042], [1.4614, 2.1342, 0.7204], [1.4250, -1.6519, 1.6057], [1.0368, -2.2669, 2.8813], [0.3442, -1.3937, 3.9188], [-0.5805, -2.0079, 4.7597], [-1.2398, -1.2454, 5.7060], [-0.9683, 0.1115, 5.7776], [-0.0368, 0.6349, 4.9003], [0.6154, -0.0967, 3.9989], [1.5678, -2.7471, 0.6349], [1.8471, -2.4134, -0.8159], [3.1214, -2.6042, -1.3412], [3.3278, -2.3763, -2.6925], [2.2614, -1.9691, -3.4717], [1.0286, -1.7893, -2.8633], [0.8215, -2.0112, -1.5682], [2.4061, -0.1806, 2.6323], [3.4964, -1.3940, 1.9489], [2.5372, -0.0806, -0.3751], [4.0348, 0.0576, 0.4550], [4.7372, 2.0833, 1.4473], [4.2543, 4.4720, 1.9599], [1.9188, 5.3128, 1.6684], [0.1707, 3.7155, 0.8662], [1.9008, -2.7761, 3.3414], [0.3188, -3.0491, 2.6348], [-0.7930, -3.0639, 4.6534], [-1.9701, -1.6986, 6.3636], [-1.4744, 0.7531, 6.4850], [0.1998, 1.6929, 4.9122], [0.6210, -3.2906, 0.6474], [2.3679, -3.4383, 0.9455], [3.9301, -2.9335, -0.7010], [4.3078, -2.5194, -3.1295], [2.3752, -1.7813, -4.5303], [0.1685, -1.4409, -3.4228], [-2.0979, 1.8531, -3.9642], [-1.1024, 1.3603, -2.9542], [-1.3767, 0.4639, -2.0730], [-2.6223, -0.0716, -2.1185], [-2.8506, -0.8871, -1.0877], [-2.0683, -1.1630, -0.1459], [-4.2088, -1.5256, -1.0863], [-5.0668, -1.4368, -2.1789], [-6.3100, -2.0494, -2.1430], [-6.7114, -2.7489, -1.0123], [-5.8623, -2.8342, 0.0824], [-4.6158, -2.2279, 0.0428], [0.2539, 1.9399, -2.9355], [0.5217, 3.1061, -3.6644], [1.8079, 3.6005, -3.7293], [2.8223, 2.9147, -3.0791], [2.4689, 1.7924, -2.3530], [1.2296, 1.3188, -2.2476], [-2.8694, 1.0995, -4.0901], [-1.6309, 2.0674, -4.9262], [-2.5882, 2.7642, -3.6082], [-4.7448, -0.8798, -3.0472], [-6.9711, -1.9784, -2.9978], [-7.6848, -3.2228, -0.9839], [-6.1742, -3.3722, 0.9691], [-3.9385, -2.2798, 0.8845], [-0.2841, 3.6186, -4.1679], [2.0181, 4.5038, -4.2879], [3.8526, 3.2395, -3.1187], [3.2377, 1.2467, -1.8167], [-2.5198, 2.4378, 0.7202], [-1.3251, 1.1227, 2.0522], [-2.1235, 0.5759, 2.5698], [-0.9584, 1.8627, 2.7752]]
}


4.
{
  "formula": "C23H43N4O2S",
  "method": "ωB97M-V/def2-TZVPD",
  "charge": 1,
  "homo_lumo_gap_ev": 7.88,
  "homo_energy_ev": -11.5,
  "smiles": "C#Cn1c(S)c(CCCCCCCCCCCOC)[n+](C[C@@H](O)CN)c1CCCN",
  "species": ["C", "C", "N", "C", "S", "C", "C", "C", "C", "C", "C", "C", "C", "C", "C", "C", "C", "O", "C", "N", "C", "C", "O", "C", "N", "C", "C", "C", "C", "N", "H", "H", "H", "H", "H", "H", "H", "H", "H", "H", "H", "H", "H", "H", "H", "H", "H", "H", "H", "H", "H", "H", "H", "H", "H", "H", "H", "H", "H", "H", "H", "H", "H", "H", "H", "H", "H", "H", "H", "H", "H", "H", "H"],
  "coordinates": [[-2.9287, 3.2786, 2.0031], [-3.1437, 2.0830, 1.4677], [-2.9353, 0.8203, 0.7218], [-2.3891, -0.4186, 1.3080], [-1.8028, -0.8475, 3.0057], [-2.3422, -1.4495, 0.1112], [-1.8167, -2.9525, 0.3373], [-0.2825, -3.0248, 0.8578], [0.6010, -3.6754, -0.3330], [2.1607, -3.4730, 0.0546], [2.8305, -2.2488, -0.7899], [4.1679, -1.6574, -0.0524], [3.7906, -1.0606, 1.4080], [4.9611, -0.1597, 2.0626], [4.4880, 0.2739, 3.5513], [4.3666, 1.9091, 3.7175], [2.9484, 2.3050, 4.4037], [1.9496, 2.3151, 3.3422], [0.9508, 1.2726, 3.5052], [-2.8467, -0.7560, -1.0913], [-2.9096, -1.4371, -2.4223], [-1.8470, -0.8857, -3.5168], [-2.5900, -0.3097, -4.6469], [-0.8037, 0.2101, -2.9558], [0.4153, 0.4052, -3.8086], [-3.2275, 0.6102, -0.6932], [-3.8575, 1.5624, -1.8256], [-3.2299, 3.0492, -1.8979], [-4.0842, 3.8430, -3.0623], [-3.8289, 3.2744, -4.4499], [-2.7201, 4.3750, 2.3303], [-2.6476, -0.3348, 3.9877], [-2.4766, -3.4037, 1.1875], [-1.9573, -3.6486, -0.5731], [-0.2505, -3.7187, 1.7801], [0.0964, -1.9856, 1.2151], [0.2837, -3.1314, -1.3136], [0.3403, -4.8100, -0.4249], [2.2105, -3.3151, 1.2004], [2.6952, -4.4785, -0.1639], [2.0625, -1.3919, -0.9552], [3.1446, -2.7087, -1.8098], [4.8857, -2.5596, 0.0545], [4.6313, -0.8634, -0.7568], [3.6424, -1.9749, 2.1072], [2.8002, -0.4665, 1.3531], [5.8895, -0.8296, 2.1827], [5.2714, 0.7583, 1.4131], [5.2376, -0.0833, 4.3680], [3.4716, -0.2531, 3.7437], [4.3731, 2.3580, 2.6457], [5.2761, 2.2923, 4.3185], [2.9830, 3.3847, 4.8384], [2.7385, 1.5626, 5.2603], [1.2697, 0.3931, 4.1765], [0.6609, 0.7988, 2.4751], [-0.0147, 1.7568, 3.9246], [-2.6677, -2.5556, -2.2620], [-3.9674, -1.3367, -2.8749], [-1.2385, -1.7734, -3.9504], [-2.0375, -0.4334, -5.4611], [-1.3682, 1.2310, -2.9529], [-0.4638, 0.0195, -1.8564], [0.8957, 1.2390, -3.4016], [1.0754, -0.3774, -3.6161], [-4.9921, 1.6674, -1.5707], [-3.8254, 1.1038, -2.8946], [-3.3575, 3.6609, -0.9267], [-2.1266, 3.0885, -2.2503], [-3.9207, 4.9893, -3.0149], [-5.2045, 3.6386, -2.8483], [-4.5408, 2.5119, -4.5341], [-2.9220, 2.7489, -4.4621]]
}


5.
{
  "formula": "C25H56Cr2F6N6O19S2",
  "method": "ωB97M-V/def2-TZVPD",
  "charge": 0,
  "homo_lumo_gap_ev": [6.47, 7.48],
  "homo_energy_ev": [-7.3, -8.5],
  "e_above_lowest_kj_mol": 494.7,
  "multiplicity": 9,
  "species": ["Cr", "Cr", "C", "F", "F", "F", "S", "O", "O", "N", "S", "O", "O", "C", "F", "F", "F", "C", "C", "O", "O", "H", "H", "H", "N", "O", "O", "O", "N", "O", "O", "O", "C", "C", "C", "O", "H", "H", "H", "H", "H", "H", "H", "H", "C", "O", "C", "C", "N", "C", "C", "O", "C", "H", "H", "H", "H", "H", "H", "H", "H", "H", "H", "H", "H", "H", "H", "H", "C", "O", "C", "C", "N", "C", "C", "O", "C", "H", "H", "H", "H", "H", "H", "H", "H", "H", "H", "H", "H", "H", "H", "H", "C", "O", "C", "C", "N", "C", "C", "O", "C", "H", "H", "H", "H", "H", "H", "H", "H", "H", "H", "H", "H", "H", "H", "H"],
  "coordinates": [[-2.5575, -1.7028, 2.5124], [1.4154, -2.1096, -0.1932], [-0.6060, -2.2205, -3.6774], [-1.3054, -3.0246, -4.4644], [-0.6357, -1.0697, -4.2438], [-1.2384, -2.0597, -2.5080], [1.1745, -2.8969, -3.4317], [1.1978, -4.2187, -2.8372], [1.8032, -2.8560, -4.7489], [1.7998, -1.9394, -2.1704], [2.3444, -0.7211, -2.8467], [1.7063, -0.1991, -4.0684], [2.5086, 0.3860, -1.8967], [4.2219, -1.3086, -3.3049], [5.0116, -1.0969, -2.2731], [4.2983, -2.6618, -3.6259], [4.6073, -0.6196, -4.3355], [-1.4026, 1.0609, -0.8950], [-1.0170, 0.0917, 0.2265], [0.1257, -0.4071, 0.1340], [-1.8285, -0.2299, 1.0989], [-2.4495, 1.3543, -0.8176], [-1.3456, 0.6700, -1.9109], [-0.8229, 1.9833, -0.8576], [-1.5922, -3.7728, 0.1411], [-2.1915, -3.1911, 1.0686], [-0.4639, -3.3640, -0.0439], [-2.0895, -4.6295, -0.4886], [0.5931, -2.6695, 2.9620], [1.0506, -3.2432, 3.8794], [-0.3997, -2.0620, 3.0208], [1.2147, -2.5357, 1.9226], [1.1814, 2.9302, -3.2585], [0.9189, 4.3513, -3.7975], [-0.4924, 5.0021, -3.5070], [1.8513, 5.2416, -3.3730], [0.2078, 2.4512, -3.3625], [1.5064, 2.7922, -2.2272], [1.8321, 2.4092, -3.9609], [1.0654, 4.3488, -4.8776], [-1.3074, 4.6614, -4.1456], [-0.3264, 6.0719, -3.6337], [-0.7667, 4.8193, -2.4681], [1.8560, 5.1683, -2.4159], [3.5280, 0.0771, 0.8667], [3.1703, -1.1771, 0.2737], [4.2577, -2.0661, 0.5830], [4.2746, -3.4198, -0.1535], [2.8955, -3.7783, -0.3913], [2.5976, -5.1226, 0.2066], [2.8694, -5.4170, 1.6880], [3.7392, -6.4973, 2.0002], [4.2928, -6.3943, 3.3677], [4.4037, 0.4548, 0.3390], [3.5068, 0.1289, 1.9553], [2.7274, 0.7921, 0.6772], [4.1819, -2.4325, 1.6068], [5.2091, -1.5522, 0.4454], [4.8629, -4.1519, 0.3997], [4.6753, -3.4008, -1.1670], [2.8761, -3.9923, -1.3782], [3.2856, -5.8039, -0.2941], [1.6220, -5.4617, -0.1417], [1.9895, -5.6377, 2.2923], [3.1939, -4.4972, 2.1746], [4.7446, -5.4085, 3.4783], [5.0827, -7.1420, 3.4402], [3.5196, -6.4484, 4.1341], [-6.8426, -1.7590, -1.4517], [-7.4227, -1.8219, -0.1162], [-6.7160, -1.0892, 0.8992], [-5.1244, -1.3112, 0.8919], [-4.6527, -2.1800, 1.9701], [-5.1333, -3.5639, 1.8636], [-4.4677, -4.4716, 2.9670], [-3.4673, -3.7854, 3.6452], [-2.7840, -4.4211, 4.7095], [-6.3945, -0.7952, -1.6931], [-7.6355, -1.9880, -2.1637], [-6.0414, -2.4711, -1.6493], [-7.2208, -1.4020, 1.8132], [-6.9021, -0.0306, 0.7175], [-4.6842, -0.3814, 1.2522], [-4.5976, -1.3783, -0.0600], [-5.1663, -1.8735, 2.7840], [-4.8887, -4.0248, 0.9066], [-6.2212, -3.5902, 1.9254], [-3.9970, -5.2393, 2.3529], [-5.3259, -4.8875, 3.4948], [-2.8179, -4.1237, 5.7576], [-1.7529, -4.6224, 4.4190], [-3.2230, -5.4188, 4.7129], [-0.9553, 8.8713, -1.2161], [-0.0771, 7.9821, -0.5371], [1.2475, 8.1290, -0.8978], [2.0199, 6.9502, -0.2640], [1.3206, 5.7116, -0.4661], [1.6285, 4.6051, 0.4464], [1.1895, 4.7234, 1.9148], [-0.1588, 5.0924, 2.0273], [-0.6118, 5.4710, 3.3519], [-1.9906, 8.6635, -0.9459], [-1.0934, 8.6603, -2.2765], [-0.7254, 9.9277, -1.0770], [1.6991, 9.0737, -0.5952], [1.4133, 8.1225, -1.9751], [2.1778, 6.9920, 0.8137], [3.0148, 6.9353, -0.7091], [0.3193, 5.8434, -0.4752], [2.6654, 4.3107, 0.2842], [0.9946, 3.8128, 0.0481], [1.8986, 5.4401, 2.3290], [1.3427, 3.8203, 2.5057], [-0.0605, 6.3806, 3.5901], [-0.2671, 4.7546, 4.0977], [-1.6724, 5.7212, 3.3757]]
}


6.
{
  "formula": "CH4BBrO2",
  "method": "ωB97M-V/def2-TZVPD",
  "charge": 0,
  "homo_lumo_gap_ev": 6.47,
  "homo_energy_ev": -6.6,
  "e_above_lowest_kj_mol": 480.2,
  "species": ["B", "C", "O", "O", "Br", "H", "H", "H", "H"],
  "coordinates": [[0.7129, -0.7506, 2.2972], [-0.4221, 0.4199, -1.0976], [-0.4766, -0.4557, 2.2348], [1.9001, -1.1630, 2.5222], [-2.1443, 0.4371, -0.1361], [-0.4541, 0.3681, -2.1920], [0.1040, -0.4520, -0.6641], [-1.4131, 0.4947, 1.0782], [2.6744, -0.8981, 2.1017]]
}


no.,E_tot (eV)
1,-61417.7888
2,-22823.9345
3,-57225.4601
4,-45421.5504
5,-169480.6662
6,-75913.1654